{
  "formula": "C3N2S",
  "method": "ωB97M-V/def2-TZVPD",
  "elements": ["N", "C", "C", "S", "C", "N"],
  "coordinates": [[-2.562, -0.593, -0.059], [-1.414, -0.499, 0.087], [-0.017, -0.167, 0.067], [1.430, -0.986, -0.014], [0.127, 1.258, -0.083], [0.411, 2.340, 0.030]],
  "lowdin_charge": [0.207, -0.216, -0.717, 0.836, -0.313, 0.204],
  "relative_energy_kj_mol": 42.0,
  "charge": 0
}


{
  "formula": "C40H100Cl4O28P4",
  "method": "ωB97M-V/def2-TZVPD",
  "elements": ["C", "O", "P", "O", "O", "C", "O", "C", "H", "H", "H", "H", "H", "H", "H", "H", "H", "C", "O", "P", "O", "O", "C", "O", "C", "H", "H", "H", "H", "H", "H", "H", "H", "H", "C", "O", "P", "O", "O", "C", "O", "C", "H", "H", "H", "H", "H", "H", "H", "H", "H", "C", "O", "P", "O", "O", "C", "O", "C", "H", "H", "H", "H", "H", "H", "H", "H", "H", "C", "O", "C", "C", "O", "C", "C", "O", "C", "H", "H", "H", "H", "H", "H", "H", "H", "H", "H", "H", "H", "H", "H", "C", "O", "C", "C", "O", "C", "C", "O", "C", "H", "H", "H", "H", "H", "H", "H", "H", "H", "H", "H", "H", "H", "H", "C", "O", "C", "C", "O", "C", "C", "O", "C", "H", "H", "H", "H", "H", "H", "H", "H", "H", "H", "H", "H", "H", "H", "C", "O", "C", "C", "O", "C", "C", "O", "C", "H", "H", "H", "H", "H", "H", "H", "H", "H", "H", "H", "H", "H", "H", "Cl", "C", "C", "Cl", "H", "H", "H", "H", "Cl", "C", "C", "Cl", "H", "H", "H", "H"],
  "coordinates": [[-5.732, 7.914, 0.416], [-5.850, 9.024, 1.319], [-7.178, 9.093, 2.267], [-7.294, 10.375, 3.009], [-8.437, 8.915, 1.234], [-9.094, 10.037, 0.591], [-7.174, 7.643, 3.053], [-8.155, 7.400, 4.099], [-6.481, 7.153, 0.634], [-4.722, 7.529, 0.552], [-5.869, 8.232, -0.618], [-9.299, 9.848, -0.462], [-8.446, 10.910, 0.525], [-10.027, 10.315, 1.081], [-7.701, 6.772, 4.866], [-9.013, 6.988, 3.568], [-8.535, 8.258, 4.655], [1.414, -9.548, 6.010], [0.699, -8.389, 6.477], [1.109, -7.594, 7.817], [2.080, -6.447, 7.609], [1.631, -8.749, 8.855], [2.735, -8.599, 9.702], [-0.321, -7.128, 8.487], [-1.415, -8.037, 8.609], [0.911, -10.506, 6.144], [2.384, -9.722, 6.475], [1.652, -9.476, 4.949], [2.626, -9.190, 10.612], [2.717, -7.603, 10.143], [3.692, -8.725, 9.196], [-2.333, -7.560, 8.266], [-1.639, -8.215, 9.661], [-1.322, -8.853, 7.893], [-3.909, 9.175, 9.291], [-3.819, 7.813, 9.667], [-4.592, 7.139, 10.930], [-4.499, 5.723, 10.911], [-6.140, 7.652, 10.836], [-6.993, 7.648, 11.940], [-3.985, 8.017, 12.146], [-2.857, 7.529, 12.860], [-4.662, 9.342, 8.521], [-2.979, 9.421, 8.779], [-4.089, 9.734, 10.210], [-7.314, 8.656, 12.203], [-6.509, 7.229, 12.823], [-7.922, 7.114, 11.742], [-2.501, 6.583, 12.451], [-3.041, 7.446, 13.931], [-1.999, 8.157, 12.620], [2.852, 14.954, 0.803], [2.513, 13.969, 1.699], [1.808, 14.371, 3.097], [2.546, 15.348, 3.926], [0.336, 14.868, 2.628], [-0.645, 15.233, 3.600], [1.543, 12.959, 3.805], [1.194, 11.796, 3.007], [2.178, 14.922, -0.053], [3.824, 14.792, 0.336], [2.932, 15.990, 1.133], [-1.101, 16.191, 3.352], [-0.311, 15.227, 4.637], [-1.492, 14.554, 3.505], [0.602, 12.127, 2.153], [0.524, 11.126, 3.544], [2.060, 11.172, 2.786], [-5.173, -0.976, -4.503], [-5.005, -1.741, -5.658], [-6.009, -2.722, -5.810], [-5.785, -3.185, -7.231], [-6.477, -2.431, -8.224], [-6.239, -2.831, -9.642], [-6.496, -1.754, -10.630], [-5.882, -0.436, -10.326], [-4.486, -0.501, -10.225], [-5.378, -1.591, -3.627], [-6.001, -0.284, -4.656], [-4.258, -0.396, -4.383], [-7.048, -2.429, -5.662], [-5.763, -3.431, -5.019], [-6.240, -4.172, -7.313], [-4.730, -3.331, -7.460], [-6.899, -3.665, -9.881], [-5.215, -3.137, -9.857], [-7.582, -1.686, -10.692], [-6.212, -2.171, -11.596], [-4.050, -1.212, -10.927], [-4.124, -0.838, -9.254], [-4.041, 0.463, -10.471], [7.642, 2.423, -9.557], [6.671, 2.119, -8.568], [7.248, 1.669, -7.313], [6.179, 1.589, -6.181], [5.431, 2.824, -5.935], [4.348, 2.572, -5.015], [3.224, 1.580, -5.408], [3.638, 0.276, -5.009], [2.618, -0.662, -5.320], [8.364, 1.638, -9.778], [8.235, 3.320, -9.381], [7.093, 2.465, -10.498], [8.014, 2.400, -7.054], [7.623, 0.657, -7.469], [6.707, 1.314, -5.267], [5.508, 0.757, -6.393], [3.921, 3.525, -4.704], [4.819, 2.166, -4.120], [3.077, 1.615, -6.487], [2.273, 1.861, -4.953], [3.036, -1.608, -4.975], [2.171, -0.771, -6.308], [1.869, -0.484, -4.549], [-0.977, 1.888, 1.951], [-1.343, 2.504, 3.194], [-2.558, 2.027, 3.773], [-2.394, 0.660, 4.431], [-2.520, -0.461, 3.522], [-2.204, -1.745, 4.103], [-2.323, -2.874, 3.100], [-1.131, -2.889, 2.275], [-1.167, -3.853, 1.191], [-1.728, 1.900, 1.161], [-0.651, 0.865, 2.138], [-0.104, 2.486, 1.689], [-3.352, 2.094, 3.029], [-2.793, 2.696, 4.601], [-3.198, 0.542, 5.158], [-1.433, 0.530, 4.929], [-2.942, -1.867, 4.896], [-1.193, -1.778, 4.510], [-3.181, -2.864, 2.428], [-2.487, -3.757, 3.718], [-1.295, -4.848, 1.618], [-0.240, -3.886, 0.618], [-1.962, -3.787, 0.449], [6.406, -11.009, -3.321], [7.232, -10.983, -4.514], [8.029, -9.840, -4.672], [8.828, -9.804, -6.027], [9.780, -10.895, -6.050], [10.520, -10.799, -7.260], [11.383, -12.018, -7.388], [12.087, -11.866, -8.613], [13.303, -12.646, -8.564], [5.814, -11.925, -3.330], [5.735, -10.153, -3.244], [6.975, -11.074, -2.394], [8.593, -9.832, -3.739], [7.357, -8.985, -4.592], [9.367, -8.858, -6.078], [8.165, -9.923, -6.883], [11.241, -9.987, -7.350], [9.851, -10.830, -8.120], [10.782, -12.927, -7.405], [12.014, -12.068, -6.500], [13.536, -13.003, -9.567], [13.280, -13.463, -7.843], [14.089, -11.973, -8.223], [5.837, -1.650, 1.465], [4.443, -1.484, 2.663], [4.976, -1.223, 4.106], [5.748, 0.372, 4.292], [3.839, -2.389, 2.611], [3.868, -0.596, 2.404], [5.718, -1.975, 4.374], [4.176, -1.298, 4.842], [-3.211, -11.041, -2.779], [-4.630, -10.327, -3.538], [-5.897, -10.542, -2.632], [-5.861, -9.314, -1.329], [-4.803, -10.875, -4.464], [-4.411, -9.280, -3.748], [-5.914, -11.514, -2.140], [-6.849, -10.411, -3.148]],
  "lowdin_charge": [-0.104, -0.225, 0.480, -0.251, -0.251, -0.092, -0.241, -0.085, 0.078, 0.091, 0.088, 0.081, 0.083, 0.087, 0.089, 0.088, 0.083, -0.096, -0.219, 0.504, -0.266, -0.244, -0.126, -0.225, -0.110, 0.088, 0.082, 0.088, 0.089, 0.085, 0.093, 0.082, 0.092, 0.083, -0.104, -0.223, 0.404, -0.188, -0.214, -0.132, -0.230, -0.101, 0.088, 0.089, 0.086, 0.087, 0.085, 0.089, 0.083, 0.093, 0.089, -0.155, -0.204, 0.423, -0.234, -0.229, -0.103, -0.213, -0.082, 0.090, 0.089, 0.094, 0.086, 0.091, 0.085, 0.085, 0.085, 0.091, -0.121, -0.195, -0.200, -0.204, -0.128, -0.181, -0.180, -0.159, -0.136, 0.085, 0.089, 0.090, 0.131, 0.125, 0.116, 0.127, 0.126, 0.113, 0.122, 0.123, 0.082, 0.085, 0.089, -0.131, -0.191, -0.162, -0.155, -0.133, -0.172, -0.200, -0.207, -0.113, 0.077, 0.084, 0.085, 0.118, 0.121, 0.122, 0.109, 0.120, 0.118, 0.128, 0.119, 0.087, 0.092, 0.084, -0.091, -0.200, -0.187, -0.174, -0.167, -0.180, -0.191, -0.185, -0.100, 0.087, 0.079, 0.086, 0.126, 0.122, 0.117, 0.128, 0.122, 0.129, 0.124, 0.118, 0.078, 0.081, 0.078, -0.089, -0.200, -0.203, -0.141, -0.128, -0.222, -0.237, -0.182, -0.090, 0.084, 0.081, 0.080, 0.120, 0.113, 0.120, 0.123, 0.134, 0.130, 0.132, 0.126, 0.084, 0.082, 0.084, 0.469, -0.586, -0.663, 0.527, 0.068, 0.058, 0.059, 0.068, 0.548, -0.673, -0.632, 0.513, 0.063, 0.061, 0.058, 0.063],
  "charge": 0,
  "total_energy_ev": -187674.375
}


{
  "formula": "C40H104NO13P2",
  "method": "ωB97M-V/def2-TZVPD",
  "elements": ["C", "C", "C", "C", "O", "P", "C", "C", "C", "C", "O", "O", "C", "C", "P", "N", "H", "H", "H", "H", "H", "H", "H", "H", "H", "H", "H", "H", "H", "H", "H", "H", "H", "H", "H", "H", "H", "H", "H", "H", "C", "C", "C", "O", "H", "H", "H", "H", "H", "H", "H", "H", "C", "C", "C", "O", "H", "H", "H", "H", "H", "H", "H", "H", "C", "C", "C", "O", "H", "H", "H", "H", "H", "H", "H", "H", "C", "C", "C", "O", "H", "H", "H", "H", "H", "H", "H", "H", "C", "C", "C", "O", "H", "H", "H", "H", "H", "H", "H", "H", "C", "C", "C", "O", "H", "H", "H", "H", "H", "H", "H", "H", "C", "C", "C", "O", "H", "H", "H", "H", "H", "H", "H", "H", "C", "C", "C", "O", "H", "H", "H", "H", "H", "H", "H", "H", "C", "C", "C", "O", "H", "H", "H", "H", "H", "H", "H", "H", "C", "C", "C", "O", "H", "H", "H", "H", "H", "H", "H", "H"],
  "coordinates": [[3.039, 0.653, -0.243], [3.580, 1.775, -1.236], [2.648, 3.052, -1.452], [1.191, 2.996, -0.805], [0.258, 2.481, -1.821], [-0.532, 3.713, -2.658], [0.568, 5.098, -3.297], [0.836, 6.295, -2.255], [1.482, 7.607, -2.967], [2.857, 7.987, -2.215], [3.972, 7.852, -2.777], [2.859, 8.528, -0.894], [3.341, 7.556, 0.078], [4.142, 8.217, 1.313], [-2.240, 4.599, -1.593], [-2.583, 5.953, -2.411], [1.923, 0.434, -0.301], [3.602, -0.332, -0.451], [3.308, 0.941, 0.831], [4.627, 2.165, -0.910], [3.762, 1.270, -2.257], [3.158, 4.028, -1.121], [2.500, 3.169, -2.592], [0.872, 4.097, -0.620], [1.112, 2.485, 0.206], [-1.109, 3.090, -3.832], [-0.002, 5.573, -4.183], [1.569, 4.756, -3.726], [-0.124, 6.535, -1.696], [1.641, 5.913, -1.521], [1.792, 7.382, -4.050], [0.717, 8.452, -2.915], [4.048, 6.816, -0.423], [2.412, 7.053, 0.534], [3.854, 7.660, 2.281], [3.942, 9.335, 1.386], [5.262, 8.009, 1.171], [-3.349, 3.699, -1.722], [-1.940, 4.932, -0.220], [-2.531, 6.771, -1.789], [0.278, -4.109, -1.163], [0.739, -2.664, -1.066], [0.278, -1.856, -2.269], [2.163, -2.623, -0.985], [0.696, -4.593, -2.052], [0.624, -4.681, -0.299], [-0.812, -4.173, -1.210], [0.348, -2.214, -0.149], [0.693, -2.262, -3.194], [0.625, -0.821, -2.194], [-0.812, -1.855, -2.348], [2.520, -3.019, -1.792], [3.696, 1.473, 4.394], [2.263, 1.980, 4.431], [1.482, 1.348, 5.572], [1.621, 1.679, 3.192], [3.723, 0.390, 4.237], [4.242, 1.927, 3.562], [4.221, 1.704, 5.324], [2.261, 3.067, 4.542], [1.433, 0.260, 5.456], [0.451, 1.712, 5.580], [1.941, 1.575, 6.538], [1.618, 0.718, 3.084], [-2.736, -4.701, -4.786], [-2.275, -3.256, -4.697], [-2.740, -2.450, -5.900], [-0.850, -3.216, -4.622], [-2.323, -5.189, -5.675], [-2.385, -5.270, -3.922], [-3.827, -4.765, -4.827], [-2.661, -2.803, -3.779], [-2.328, -2.859, -6.827], [-2.392, -1.416, -5.827], [-3.831, -2.447, -5.975], [-0.498, -3.614, -5.430], [-3.498, -5.502, 2.391], [-2.157, -5.860, 1.769], [-1.269, -6.599, 2.757], [-1.500, -4.668, 1.339], [-3.364, -4.842, 3.255], [-4.122, -4.961, 1.674], [-4.035, -6.397, 2.716], [-2.317, -6.480, 0.883], [-1.058, -5.978, 3.634], [-0.306, -6.840, 2.302], [-1.738, -7.527, 3.093], [-1.354, -4.112, 2.116], [1.720, 8.594, 4.658], [2.990, 9.415, 4.821], [2.800, 10.532, 5.835], [3.358, 9.974, 3.562], [0.896, 9.217, 4.295], [1.868, 7.801, 3.919], [1.421, 8.137, 5.605], [3.810, 8.765, 5.140], [2.013, 11.222, 5.513], [3.715, 11.121, 5.934], [2.533, 10.134, 6.817], [2.639, 10.551, 3.271], [8.111, 0.463, -2.947], [7.817, 1.886, -2.499], [9.072, 2.575, -1.985], [6.831, 1.865, -1.466], [8.486, -0.139, -2.113], [7.198, -0.023, -3.302], [8.851, 0.447, -3.750], [7.401, 2.456, -3.334], [9.481, 2.045, -1.119], [8.845, 3.592, -1.656], [9.842, 2.621, -2.760], [7.191, 1.363, -0.723], [-3.925, -2.160, -0.518], [-5.231, -1.936, -1.265], [-6.207, -1.113, -0.439], [-5.820, -3.196, -1.579], [-4.097, -2.710, 0.413], [-3.238, -2.762, -1.118], [-3.440, -1.210, -0.278], [-5.030, -1.426, -2.212], [-6.458, -1.625, 0.495], [-7.145, -0.969, -0.983], [-5.790, -0.132, -0.196], [-6.001, -3.655, -0.748], [-6.784, 3.766, 1.269], [-7.541, 2.447, 1.261], [-8.858, 2.560, 2.013], [-6.736, 1.435, 1.862], [-6.542, 4.071, 2.292], [-5.835, 3.668, 0.735], [-7.370, 4.561, 0.798], [-7.733, 2.140, 0.229], [-8.687, 2.823, 3.062], [-9.385, 1.603, 2.009], [-9.505, 3.318, 1.564], [-6.561, 1.697, 2.776], [1.877, -10.434, 4.489], [1.865, -9.152, 3.671], [3.205, -8.436, 3.745], [0.838, -8.289, 4.157], [2.068, -10.221, 5.546], [0.906, -10.932, 4.436], [2.644, -11.125, 4.129], [1.629, -9.383, 2.629], [3.441, -8.154, 4.776], [3.178, -7.511, 3.162], [4.011, -9.067, 3.362], [1.038, -8.079, 5.079], [-4.858, -9.740, -3.809], [-3.567, -8.956, -3.627], [-3.735, -7.844, -2.604], [-3.174, -8.395, -4.878], [-5.661, -9.091, -4.172], [-4.726, -10.528, -4.555], [-5.177, -10.198, -2.870], [-2.769, -9.632, -3.309], [-4.499, -7.129, -2.925], [-2.803, -7.282, -2.492], [-4.021, -8.245, -1.628], [-3.875, -7.795, -5.168]],
  "lowdin_charge": [-0.113, -0.226, -0.163, -0.216, -0.364, 0.910, -0.306, -0.225, -0.052, -0.369, 0.079, -0.075, -0.230, -0.066, 0.618, -0.348, 0.065, 0.086, 0.070, 0.101, 0.117, 0.116, 0.102, 0.090, 0.132, 0.070, 0.116, 0.113, 0.081, 0.088, 0.133, 0.132, 0.123, 0.116, 0.077, 0.079, 0.088, 0.007, 0.022, -0.020, -0.062, -0.486, -0.063, -0.066, 0.085, 0.075, 0.068, 0.135, 0.070, 0.060, 0.066, 0.091, -0.064, -0.502, -0.064, -0.080, 0.084, 0.076, 0.083, 0.137, 0.083, 0.079, 0.083, 0.086, -0.056, -0.491, -0.061, -0.079, 0.088, 0.070, 0.085, 0.125, 0.083, 0.075, 0.082, 0.098, -0.061, -0.487, -0.070, -0.073, 0.083, 0.062, 0.083, 0.138, 0.084, 0.073, 0.084, 0.091, -0.065, -0.497, -0.062, -0.084, 0.082, 0.064, 0.082, 0.141, 0.083, 0.083, 0.082, 0.095, -0.063, -0.495, -0.063, -0.081, 0.083, 0.078, 0.083, 0.139, 0.083, 0.080, 0.083, 0.094, -0.059, -0.502, -0.066, -0.055, 0.072, 0.065, 0.079, 0.134, 0.087, 0.083, 0.066, 0.087, -0.068, -0.502, -0.061, -0.068, 0.082, 0.063, 0.082, 0.137, 0.083, 0.084, 0.083, 0.090, -0.065, -0.496, -0.065, -0.073, 0.082, 0.080, 0.081, 0.140, 0.081, 0.079, 0.081, 0.093, -0.065, -0.497, -0.070, -0.062, 0.082, 0.081, 0.080, 0.140, 0.080, 0.069, 0.078, 0.082],
  "charge": 1,
  "total_energy_ev": -89840.320
}


Number 1: largest force on an atom 0.068 Eh/bohr. Number 2: largest force on an atom 0.088 Eh/bohr. Number 3: largest force on an atom 0.092 Eh/bohr.